The following is a quantum chemistry calculation of 12 unconnected molecules or ions with the total composition C48H72O36 at a distorted geometry, from OMol25.

The geometry in XYZ format:
```
156
Properties=species:S:1:pos:R:3:forces:R:3
C 4.008380 1.452246 -4.251104 -0.419 -0.247 -0.430
C 4.468470 2.905316 -4.414314 -0.052 -0.569 1.012
C 4.931630 3.484186 -3.059054 -0.280 0.458 -1.270
O 6.290470 3.917126 -3.374044 -1.026 0.439 4.941
C 6.653190 3.690116 -4.562594 1.355 1.718 -4.802
O 7.633200 4.193216 -5.130744 -2.409 -2.200 1.641
O 5.642470 3.023866 -5.208524 0.497 -0.550 -1.049
H 3.193910 1.286846 -3.545844 0.211 0.733 0.706
H 4.845240 0.819196 -3.956114 0.063 -0.009 -0.107
H 3.494080 1.021856 -5.110384 0.651 0.163 -0.679
H 3.688460 3.546456 -4.824964 0.019 -0.096 -0.251
H 4.813810 2.763166 -2.250144 0.857 0.033 0.060
H 4.303240 4.347056 -2.838414 0.487 0.204 0.242
C 3.277260 0.724436 0.459026 -0.721 -0.722 0.316
C 3.983340 1.561406 1.503866 3.588 -1.107 -0.633
C 5.559950 1.384506 1.595516 -1.237 -1.982 2.298
O 6.146120 2.651246 1.603046 -0.802 1.499 -1.209
C 5.154140 3.565296 1.304756 2.695 3.642 -0.984
O 5.384580 4.799566 1.148346 -1.693 -5.614 0.825
O 4.032180 2.873676 1.091346 -2.373 3.593 -0.593
H 2.209650 0.911936 0.573696 -0.038 0.067 -0.468
H 3.383660 -0.357184 0.541956 0.131 -0.224 1.111
H 3.582470 0.759736 -0.586774 0.160 1.274 0.010
H 3.640380 1.439366 2.531276 -0.827 0.187 -0.231
H 5.880270 0.620326 0.887326 0.728 0.555 -0.183
H 5.723390 1.104196 2.636096 0.380 -1.145 -0.258
C -5.852710 1.791856 -1.113224 -1.548 0.561 -1.075
C -5.193980 1.054306 0.002486 0.848 -2.332 -3.048
C -3.670260 0.907506 -0.035664 -0.247 0.507 -1.600
O -3.318630 0.951826 1.285796 0.998 -0.637 2.163
C -4.319190 1.364946 2.062796 -0.280 2.073 -0.425
O -4.146080 1.798106 3.168786 -1.061 -1.065 -0.843
O -5.473440 1.474346 1.257406 0.469 0.665 3.754
H -6.277110 2.768286 -0.879634 0.721 0.298 0.125
H -6.742690 1.253316 -1.438824 -0.238 -0.290 0.403
H -5.323460 1.779186 -2.066024 0.703 0.413 0.313
H -5.542620 0.042406 -0.203894 -0.313 -0.393 0.862
H -3.160080 1.740456 -0.519414 -0.005 0.008 -0.417
H -3.354310 -0.047404 -0.455684 -0.167 0.280 -0.086
C 4.639940 -2.385784 3.368766 1.007 0.514 -0.290
C 3.781910 -2.630464 4.548046 2.277 -0.325 0.597
C 3.522180 -1.436884 5.437866 -0.214 0.473 -0.360
O 2.282890 -1.108074 4.926826 -3.804 2.642 0.136
C 1.620570 -2.083604 4.338636 -3.354 -1.485 -0.698
O 0.388350 -2.121594 4.037946 5.166 0.297 1.090
O 2.513750 -3.094164 4.160946 -1.475 -0.450 0.258
H 5.488790 -1.919294 3.868716 0.595 0.126 -0.710
H 4.236490 -1.718074 2.607526 -0.192 0.208 0.208
H 4.970320 -3.279494 2.839396 -0.088 0.008 0.343
H 4.378390 -3.263974 5.204536 -0.714 -1.195 -0.239
H 4.044140 -0.485664 5.333746 0.955 -0.564 -0.185
H 3.454630 -1.664484 6.501696 -0.104 -0.219 0.035
C -2.571130 -5.824624 5.576886 -1.618 0.933 0.103
C -1.568360 -4.857424 5.068886 2.683 -2.764 -2.775
C -0.117440 -5.532394 5.007396 -1.780 0.715 0.765
O 0.268010 -5.391124 3.621456 3.449 -0.873 2.516
C -0.675080 -4.939764 2.882106 -2.050 1.345 -1.991
O -0.633580 -4.687544 1.697586 0.528 -0.495 0.963
O -1.786960 -4.808984 3.591046 -1.663 1.260 1.589
H -2.497650 -6.854014 5.226096 0.667 0.092 0.296
H -3.480520 -5.478574 5.085616 -0.548 0.007 0.415
H -2.694640 -5.699964 6.652676 -0.052 -0.463 0.016
H -1.496250 -3.879374 5.544626 -0.466 0.040 -0.456
H -0.079090 -6.575824 5.320246 -0.399 -0.181 -0.628
H 0.391950 -5.040644 5.836136 1.369 0.577 -1.029
C -6.050550 -1.424244 4.897976 0.176 -1.074 0.304
C -5.701400 -2.699324 4.027306 -0.903 2.544 -0.255
C -6.500450 -2.633474 2.775546 -2.446 1.556 -0.488
O -5.641680 -3.062674 1.794696 -2.484 -3.200 -3.091
C -4.448600 -2.943014 2.186726 3.233 0.697 -0.766
O -3.486850 -2.986564 1.477396 0.626 -0.231 -0.554
O -4.414120 -2.606824 3.441306 1.576 0.240 3.121
H -5.232710 -0.717454 5.038296 0.524 -0.640 0.172
H -6.435740 -1.788374 5.850416 0.144 0.390 0.162
H -6.790400 -0.750374 4.465966 -0.365 -0.597 -0.385
H -5.883570 -3.687994 4.448546 0.456 0.196 0.697
H -6.684510 -1.667344 2.305646 -0.713 0.907 1.419
H -7.468850 -3.123914 2.874286 0.245 -0.536 -0.524
C -0.214870 -0.968794 0.822256 -0.147 0.288 -0.537
C 0.042880 -1.349794 -0.591624 -0.720 -3.150 -1.234
C -1.198490 -1.269674 -1.537084 1.902 1.095 -1.623
O -0.824340 -0.041054 -2.254074 -0.435 0.846 -0.090
C 0.488800 0.254996 -2.125144 -0.333 3.232 0.403
O 0.982160 1.307336 -2.551014 -0.918 -2.932 0.417
O 1.098750 -0.568864 -1.268564 -1.178 -0.890 0.267
H -0.756430 -1.754054 1.349676 -0.380 0.009 -0.273
H -0.840180 -0.097114 0.629226 0.152 0.597 1.510
H 0.709200 -0.871174 1.392056 -0.096 0.667 -0.098
H 0.245930 -2.417914 -0.669124 1.026 0.057 0.165
H -2.219970 -1.330194 -1.161574 0.436 0.909 0.655
H -1.246790 -1.924664 -2.407004 0.589 -1.017 0.522
C 0.000060 2.725186 -5.886764 -0.938 0.521 -0.084
C 0.461040 3.321346 -7.217644 2.848 -2.341 -0.353
C 0.485760 2.344526 -8.455824 0.756 -2.002 1.561
O -0.114010 2.965046 -9.514354 -1.318 2.961 -0.362
C -0.539480 4.178116 -9.073184 -2.917 2.481 -1.428
O -1.170240 4.980846 -9.783804 2.566 -2.660 2.861
O -0.298790 4.328326 -7.687414 -2.677 2.063 -3.179
H 0.781130 2.319956 -5.243484 0.163 -0.021 -0.315
H -0.805940 1.998096 -5.985854 0.204 -0.426 -0.394
H -0.514320 3.503726 -5.323394 0.379 0.279 -0.013
H 1.465740 3.737256 -7.142124 0.266 -0.145 0.589
H -0.138130 1.486506 -8.205484 0.316 -0.455 0.007
H 1.445490 2.060816 -8.887714 0.352 -0.354 1.018
C 3.177140 -3.453384 -3.003244 0.385 0.701 1.663
C 3.668170 -2.993344 -1.565444 -1.882 2.353 -2.023
C 2.906950 -3.458904 -0.383784 -0.909 -0.514 0.325
O 3.913190 -3.493344 0.639586 1.752 -0.379 -0.354
C 5.133960 -3.312174 0.015356 5.009 0.550 2.780
O 6.302970 -3.117174 0.534496 -6.287 -1.186 -1.785
O 4.960580 -3.325144 -1.287774 2.496 -1.083 -0.523
H 3.594720 -2.931134 -3.864044 0.432 0.226 0.437
H 2.108690 -3.242614 -3.049124 -0.131 -0.400 0.056
H 3.415930 -4.510794 -3.117124 -0.315 -0.055 0.073
H 3.637180 -1.930174 -1.327094 -0.102 0.841 -1.573
H 2.429840 -4.378374 -0.722964 -0.068 -0.678 1.380
H 2.218230 -2.718274 0.022696 -0.391 -0.397 -0.557
C -5.383950 -5.416694 -2.079454 -0.816 -2.803 0.597
C -5.016900 -4.157154 -1.421584 1.199 0.655 -1.480
C -4.482430 -3.103904 -2.368294 0.562 1.448 -0.416
O -5.394020 -2.005144 -2.209434 0.481 0.547 -1.045
C -6.389940 -2.336074 -1.372914 2.338 -0.916 -1.068
O -7.243150 -1.628124 -1.038784 -2.555 2.233 0.890
O -6.230170 -3.568384 -0.982894 -0.130 -1.918 1.707
H -5.917430 -5.999604 -1.328644 -0.660 0.179 0.234
H -4.647050 -6.202624 -2.244964 0.864 0.776 -0.542
H -6.065610 -5.370234 -2.928734 0.234 0.473 -0.083
H -4.187130 -4.237874 -0.719404 -0.934 -0.401 1.117
H -4.343910 -3.399664 -3.408224 -0.674 -0.029 -0.127
H -3.514670 -2.691254 -2.083234 0.048 -0.330 0.270
C 0.209680 2.609546 2.785666 -0.328 0.195 0.180
C -0.509310 3.648506 3.681676 -0.344 1.201 -2.780
C -0.664890 3.614966 5.146306 0.325 -0.586 2.045
O -0.001430 4.804806 5.650446 0.287 -1.049 0.100
C 0.598430 5.456086 4.628276 -0.447 2.967 1.315
O 1.162660 6.538446 4.793956 -0.941 -3.193 -1.024
O 0.230920 4.857296 3.498696 1.823 1.317 -0.894
H -0.473990 1.991836 2.203306 -0.203 -0.333 0.585
H 0.965500 2.015156 3.299026 -0.165 -0.120 0.143
H 0.718570 3.176506 2.006126 0.157 0.228 0.178
H -1.442110 3.952016 3.206416 -0.348 -0.716 -0.041
H -0.188130 2.707056 5.515776 0.148 0.132 0.526
H -1.679490 3.661286 5.541966 -0.013 -0.138 -0.388
C 1.494730 5.617536 -0.845524 0.138 0.073 0.176
C 1.285620 4.682116 -2.020834 -2.135 -0.887 1.984
C -0.200480 4.530356 -2.508854 1.541 1.933 0.336
O -0.104350 5.143096 -3.818274 -4.535 -1.689 1.159
C 1.083820 5.464036 -4.102744 1.620 0.290 -3.048
O 1.405940 5.825536 -5.195524 0.652 0.560 -0.178
O 1.885230 5.225876 -3.113204 3.832 0.346 -0.080
H 2.539680 5.748876 -0.564544 0.165 -0.217 -0.294
H 1.003550 5.321346 0.081356 -0.325 -0.122 -0.179
H 1.142680 6.597486 -1.167784 -0.179 0.111 0.216
H 1.540640 3.636546 -1.848114 1.100 0.181 0.099
H -0.804070 5.268366 -1.980544 -0.662 -1.022 0.445
H -0.367160 3.453236 -2.496674 -1.074 0.367 -0.450
```
Positions in Å, forces in eV/Å.

HOMO-LUMO gap (eV): 10.0
Energy relative to the best compared isomer or geometry (same formula, charge and spin) (kcal/mol): 275.5
Highest occupied orbital energy (eV): -10.3
Structure (SMILES): C[C@H]1COC(=O)O1.C[C@H]1COC(=O)O1.C[C@H]1COC(=O)O1.C[C@H]1COC(=O)O1.C[C@H]1COC(=O)O1.C[C@H]1COC(=O)O1.C[C@H]1COC(=O)O1.C[C@H]1COC(=O)O1.C[C@H]1COC(=O)O1.C[C@H]1COC(=O)O1.C[C@H]1COC(=O)O1.C[C@H]1COC(=O)O1